# C4H5FN2

The molecule C4H5FN2 at a distorted geometry (ωB97M-V/def2-TZVPD, the OMol25 dataset).

Calculated values
LUMO	0.03032	Eh
structure (SMILES)	Cn1cncc1F

Cartesian coordinates (Å):
C1 -1.49308 -0.26710 -0.58347
N1 -0.26401 -0.09411 0.09631
C2 0.64982 -1.15183 0.18661
N2 1.89284 -0.61383 0.39592
C3 1.75606 0.76216 0.50910
C4 0.34218 1.06083 0.36277
F1 -0.46210 2.11288 0.41840
H1 -2.18602 0.56496 -0.37068
H2 -1.25988 -0.30589 -1.59876
H3 -1.83754 -1.22449 -0.19047
H4 0.33459 -2.27018 0.19365
H5 2.52714 1.42662 0.58064

***

# C64H152AsF6N8O4

A structure of composition C64H152AsF6N8O4 at a distorted geometry (ωB97M-V/def2-TZVPD, the OMol25 dataset).

Calculated values
net charge	+7
LUMO	-0.46197	Eh

Cartesian coordinates (Å):
As1 0.90097 -0.83667 -0.43748
F1 -0.77932 -0.28542 -0.23554
F2 1.04658 -0.29909 -2.13196
F3 2.63242 -1.41612 -0.47293
F4 0.77214 -1.38033 1.27708
F5 0.33679 -2.34855 -1.15428
F6 1.48834 0.77223 0.05731
C1 -3.72004 7.69611 -2.06512
C2 -2.29649 7.26034 -1.70942
N1 -1.87996 7.64609 -0.25319
C3 -1.96243 9.20164 -0.13227
C4 -2.82394 6.96375 0.81361
C5 -2.33204 7.36901 2.26515
C6 -0.33349 7.42364 -0.04356
C7 0.17550 6.01735 0.30843
O1 -0.33884 4.94671 -0.48154
C8 0.10341 3.65397 -0.05550
H1 -3.92596 7.38636 -3.08969
H2 -3.87615 8.77318 -2.00460
H3 -4.48285 7.33191 -1.37695
H4 -1.63790 7.68730 -2.46576
H5 -2.29990 6.17180 -1.76570
H6 -2.95506 9.47546 0.22521
H7 -1.72180 9.63025 -1.10515
H8 -1.35578 9.66576 0.64533
H9 -2.72038 5.90677 0.56833
H10 -3.84441 7.32925 0.69890
H11 -2.57513 8.39794 2.53028
H12 -1.28874 7.11114 2.44717
H13 -2.94317 6.76122 2.93238
H14 -0.02764 8.12794 0.73008
H15 0.11032 7.68323 -1.00468
H16 0.10929 5.84960 1.38341
H17 1.25732 6.07131 0.18654
H18 1.12687 3.56404 -0.41961
H19 -0.39372 2.79918 -0.51410
H20 0.16697 3.59974 1.03129
C9 8.00639 1.78524 -0.53110
C10 6.96697 1.33054 0.57586
N2 5.83427 0.38521 0.11883
C11 4.81591 1.18660 -0.66905
C12 6.34006 -0.68018 -0.89107
C13 7.38190 -1.58352 -0.17967
C14 5.26595 -0.47811 1.35234
C15 4.48203 0.45501 2.21447
O2 5.35743 1.38746 2.80028
C16 4.69140 2.23964 3.66986
H21 7.42724 2.13171 -1.38705
H22 8.70093 0.99592 -0.81864
H23 8.65204 2.61982 -0.25773
H24 6.57029 2.26890 0.96343
H25 7.50819 0.80411 1.36201
H26 4.55507 2.01681 -0.01269
H27 3.90769 0.61248 -0.85239
H28 5.23799 1.75275 -1.49936
H29 6.72690 -0.13958 -1.75491
H30 5.50029 -1.30455 -1.19611
H31 6.94571 -2.40808 0.38419
H32 8.22720 -1.26929 0.43256
H33 7.83881 -2.11157 -1.01662
H34 6.07832 -0.90218 1.94252
H35 4.69507 -1.36261 1.06974
H36 3.96709 -0.11972 2.98427
H37 3.68383 0.96910 1.67904
H38 3.83715 1.86673 4.23492
H39 4.50100 3.18316 3.15837
H40 5.33621 2.54663 4.49332
C17 -5.70044 -2.21054 2.51620
C18 -6.03646 -1.79127 1.08787
N3 -7.04937 -0.63348 1.00076
C19 -7.29257 -0.46015 -0.54335
C20 -8.44684 -0.96288 1.67868
C21 -8.87034 -2.40344 1.43077
C22 -6.65158 0.73941 1.65812
C23 -5.73505 1.59077 0.80665
O3 -4.62508 0.86966 0.44580
C24 -3.74186 1.62288 -0.39284
H41 -6.56404 -2.48583 3.12160
H42 -5.13955 -1.47501 3.09285
H43 -5.03047 -3.06616 2.60060
H44 -6.49845 -2.63018 0.56739
H45 -5.20228 -1.39319 0.51012
H46 -6.37062 -0.16110 -1.04202
H47 -8.17194 0.18281 -0.58084
H48 -7.66529 -1.35600 -1.03997
H49 -9.22406 -0.27196 1.35206
H50 -8.27765 -0.82357 2.74641
H51 -9.89190 -2.44470 1.80871
H52 -8.21565 -3.22443 1.72310
H53 -9.06133 -2.50819 0.36277
H54 -6.33249 0.43436 2.65473
H55 -7.54558 1.34215 1.81804
H56 -5.42158 2.49751 1.32401
H57 -6.30417 1.97963 -0.03774
H58 -3.16600 0.85182 -0.90465
H59 -3.21557 2.30889 0.27086
H60 -4.27426 2.16026 -1.17761
C25 2.35768 -6.69555 -5.05543
C26 3.54470 -5.73586 -4.82321
N4 3.18628 -4.30857 -4.32796
C27 4.45230 -3.47429 -4.22205
C28 2.26706 -3.58343 -5.34678
C29 1.72847 -2.19339 -4.85894
C30 2.44723 -4.47751 -2.92910
C31 3.13883 -5.39020 -1.90217
O4 4.41957 -4.84436 -1.51490
C32 4.81340 -5.34526 -0.22635
H61 2.75276 -7.70777 -5.14159
H62 1.95003 -6.60936 -6.06266
H63 1.65919 -6.79933 -4.22510
H64 4.07858 -5.53101 -5.75117
H65 4.33153 -6.07417 -4.14901
H66 4.82175 -3.07218 -5.16540
H67 5.26728 -4.07991 -3.82563
H68 4.29618 -2.74843 -3.42402
H69 1.36501 -4.17271 -5.51153
H70 2.81290 -3.47944 -6.28452
H71 1.37668 -2.06929 -3.83475
H72 0.83517 -2.00938 -5.45579
H73 2.48812 -1.44704 -5.09129
H74 1.45664 -4.85764 -3.17876
H75 2.13253 -3.50713 -2.54517
H76 3.09304 -6.43610 -2.20563
H77 2.52242 -5.40288 -1.00330
H78 4.90240 -6.42994 -0.16588
H79 4.11380 -5.03446 0.54958
H80 5.78486 -4.90235 -0.00682
C33 3.38227 -4.37257 7.74729
C34 2.25412 -4.29804 6.69417
C35 2.70655 -4.22135 5.16917
N5 1.50502 -4.25259 4.12025
C36 0.66730 -2.94482 4.09968
C37 2.13779 -4.56247 2.76654
C38 1.02299 -5.19245 2.02576
C39 0.16738 -6.00663 3.03337
C40 0.57586 -5.48002 4.43717
H81 3.87022 -3.44849 8.05725
H82 4.20708 -5.03160 7.47621
H83 2.94290 -4.94541 8.56394
H84 1.62448 -3.44023 6.93042
H85 1.59555 -5.16613 6.72253
H86 3.32779 -5.08153 4.91964
H87 3.24485 -3.27427 5.13206
H88 -0.00470 -3.06337 3.24971
H89 1.36561 -2.11172 4.01967
H90 0.23746 -2.89084 5.09990
H91 2.53030 -3.65771 2.30239
H92 2.93068 -5.30526 2.85417
H93 0.39799 -4.43283 1.55621
H94 1.39531 -5.76716 1.17772
H95 -0.91754 -5.97699 2.93250
H96 0.45362 -7.04866 2.89066
H97 -0.27274 -5.02825 4.95085
H98 1.15566 -6.21128 5.00037
C41 0.56933 2.02826 -7.10011
C42 0.88003 3.07971 -6.04152
C43 1.60873 2.38427 -4.84056
N6 2.21871 3.40344 -3.83287
C44 2.58492 2.54698 -2.54837
C45 1.22271 4.56167 -3.44539
C46 1.76858 5.78099 -4.25225
C47 3.25485 5.56505 -4.15901
C48 3.46182 4.11898 -4.42761
H99 0.18631 2.49314 -8.00856
H100 -0.13479 1.29288 -6.71084
H101 1.45516 1.46890 -7.40098
H102 0.01897 3.59055 -5.61057
H103 1.55672 3.81515 -6.47664
H104 2.37190 1.71102 -5.23093
H105 0.95319 1.79677 -4.19774
H106 3.10419 3.30798 -1.96584
H107 3.21651 1.71052 -2.84760
H108 1.58417 2.22114 -2.26479
H109 1.35208 4.76409 -2.38219
H110 0.15573 4.36256 -3.54554
H111 1.36208 6.68631 -3.80140
H112 1.43105 5.74300 -5.28797
H113 3.59368 5.92599 -3.18791
H114 3.80239 6.19646 -4.85874
H115 4.41593 3.74933 -4.05193
H116 3.55774 3.92934 -5.49669
C49 -2.32469 -3.22662 0.23527
C50 -2.85236 -3.24468 -1.19082
C51 -3.32898 -1.94653 -1.84544
N7 -3.60584 -2.11526 -3.34080
C52 -4.58472 -3.28420 -3.55297
C53 -2.34148 -2.28345 -4.16542
C54 -2.71668 -1.85773 -5.63518
C55 -3.67482 -0.74478 -5.33561
C56 -4.03222 -0.75126 -3.89306
H117 -1.29651 -2.87436 0.31810
H118 -2.40918 -4.23017 0.65221
H119 -2.93996 -2.57807 0.85890
H120 -3.68040 -3.95351 -1.19178
H121 -2.07966 -3.79885 -1.72365
H122 -2.49055 -1.25019 -1.82914
H123 -4.19536 -1.38160 -1.50144
H124 -4.08269 -4.19607 -3.22964
H125 -4.69303 -3.30796 -4.63731
H126 -5.48807 -3.00058 -3.01294
H127 -1.88082 -3.24884 -3.95590
H128 -1.51327 -1.63568 -3.87805
H129 -3.32721 -2.61178 -6.13192
H130 -1.89421 -1.56704 -6.28875
H131 -4.57306 -0.79213 -5.95127
H132 -3.27014 0.24073 -5.56603
H133 -5.08880 -0.60240 -3.67043
H134 -3.50526 0.05589 -3.38421
C57 1.02645 2.14497 3.54496
C58 -0.00118 1.04490 3.81871
C59 -1.17008 1.55208 4.61643
N8 -2.07104 0.50366 5.26143
C60 -2.61300 -0.50226 4.19863
C61 -1.39555 -0.26721 6.49561
C62 -2.36915 -0.39513 7.67028
C63 -3.70235 0.17721 7.19240
C64 -3.17055 1.18024 6.14885
H135 1.79013 1.82438 2.83635
H136 1.51789 2.25756 4.51134
H137 0.68516 3.15523 3.31915
H138 0.45462 0.14647 4.23485
H139 -0.32875 0.69598 2.83941
H140 -1.76966 2.08609 3.87924
H141 -0.86304 2.29427 5.35330
H142 -3.03705 0.14884 3.43420
H143 -3.24202 -1.17233 4.78466
H144 -1.77561 -0.95300 3.66598
H145 -1.04601 -1.27361 6.26520
H146 -0.52288 0.36371 6.66435
H147 -2.47444 -1.39025 8.10240
H148 -1.90857 0.04529 8.55458
H149 -4.44129 -0.51434 6.78763
H150 -4.27970 0.75886 7.91105
H151 -3.96832 1.38449 5.43474
H152 -2.93554 2.12368 6.64160

***

# C5H4N

The ion C5H4N with charge +1 at a distorted geometry (ωB97M-V/def2-TZVPD, the OMol25 dataset).

Calculated values
net charge	+1
LUMO	-0.20455	Eh

Cartesian coordinates (Å):
C1 0.23120 1.75470 -0.30756
C2 0.41401 -1.56337 -0.73632
C3 -0.58348 0.97725 0.59949
C4 -0.06736 -1.47379 0.47238
C5 0.62224 0.47486 -0.43902
N1 0.26160 -0.10625 0.85530
H1 0.29379 2.71559 -0.70162
H2 1.08256 -1.73893 -1.52783
H3 -1.58969 0.95078 0.56141
H4 -0.66488 -1.99085 1.22377

***

# C22H27FN2O3S

The molecule C22H27FN2O3S at a distorted geometry (ωB97M-V/def2-TZVPD, the OMol25 dataset).

Calculated values
LUMO	0.02358	Eh
structure (SMILES)	C[C@@H](CCc1ccccc1)NC(=O)C1CCN(S(=O)(=O)c2ccc(F)cc2)CC1

Cartesian coordinates (Å):
C1 -2.01112 -2.45594 0.62313
C2 -2.17028 -1.07229 -0.00147
C3 -3.56874 -0.48287 0.21626
C4 -4.66127 -1.22539 -0.56092
C5 -5.97791 -0.51901 -0.40120
C6 -6.85681 -0.87653 0.61267
C7 -8.05321 -0.20188 0.78075
C8 -8.38487 0.84342 -0.06374
C9 -7.51405 1.20977 -1.07590
C10 -6.31880 0.53350 -1.24127
N1 -1.17313 -0.17473 0.55116
C11 -0.25851 0.47735 -0.19956
O1 -0.21376 0.37334 -1.40782
C12 0.70418 1.32183 0.63695
C13 1.72706 0.40992 1.33255
C14 2.70114 -0.17931 0.31079
N2 3.36036 0.84640 -0.46495
S1 4.64298 1.58052 0.31679
O2 4.44911 1.68205 1.73967
O3 4.98173 2.76987 -0.40533
C15 5.90851 0.34433 0.01829
C16 6.30619 0.12191 -1.28686
C17 7.27243 -0.83161 -1.55321
C18 7.81257 -1.53942 -0.49082
F1 8.75018 -2.47109 -0.74298
C19 7.42310 -1.32315 0.82025
C20 6.45602 -0.36389 1.07060
C21 2.43841 1.72150 -1.16034
C22 1.43901 2.37106 -0.20435
H1 -2.66849 -3.17126 0.13890
H2 -0.98636 -2.80112 0.50687
H3 -2.25088 -2.42449 1.68467
H4 -1.95772 -1.12044 -1.07463
H5 -3.55555 0.55953 -0.11048
H6 -3.81017 -0.49595 1.28247
H7 -4.74770 -2.24815 -0.19192
H8 -4.38378 -1.26023 -1.61615
H9 -6.60410 -1.69431 1.27326
H10 -8.72903 -0.49361 1.57161
H11 -9.31929 1.36941 0.06505
H12 -7.76794 2.02379 -1.73919
H13 -5.64241 0.82088 -2.03380
H14 -1.18959 -0.03720 1.54932
H15 0.11261 1.83698 1.40332
H16 1.22565 -0.40043 1.86612
H17 2.30206 0.99938 2.04834
H18 3.47854 -0.75704 0.81592
H19 2.17088 -0.83240 -0.38980
H20 5.85772 0.70504 -2.07430
H21 7.61093 -1.03181 -2.55729
H22 7.87406 -1.89457 1.61591
H23 6.12166 -0.14735 2.07298
H24 3.04006 2.48419 -1.65439
H25 1.90735 1.12630 -1.90656
H26 1.98169 3.04201 0.46587
H27 0.71927 2.95321 -0.78121